Record 1
A molecular structure, C21H27BMnN12, computed with ωB97M-V/def2-TZVPD.

Geometry as ORCA input:
```
! wB97M-V def2-TZVPD RIJCOSX def2/J DEFGRID3
* xyz 0 6
Mn 0.18089 0.24624 0.39987
C -3.94211 -1.44273 -1.14580
C -2.55579 -1.35670 -1.30921
N -1.99170 -0.70338 -0.29374
N -3.00623 -0.36747 0.53457
C -4.18087 -0.79369 0.04717
B -2.74230 0.40375 1.83427
N -2.13054 1.78182 1.48899
C -2.60420 2.99393 1.80850
C -1.68691 3.94405 1.40310
C -0.65655 3.20123 0.82591
N -0.93559 1.89940 0.87463
N -1.70110 -0.36948 2.67496
C -1.86893 -0.97071 3.86144
C -0.63202 -1.38593 4.31866
C 0.25588 -0.98606 3.31848
N -0.39832 -0.38250 2.32964
H -4.65893 -1.90797 -1.80061
H -1.95776 -1.74446 -2.11771
H -5.10138 -0.61424 0.57871
H -3.75553 0.54606 2.46252
H -3.56208 3.09685 2.29159
H -1.75377 5.01360 1.50231
H 0.26450 3.55130 0.39076
H -2.85009 -1.06856 4.29694
H -0.40867 -1.90898 5.23287
H 1.32801 -1.09631 3.27897
N 0.79845 -3.02803 1.03104
C 1.91640 -2.28108 0.89406
N 3.07479 -2.86344 1.18282
C 4.15395 -2.09043 0.93419
N 5.35195 -2.63706 1.26218
N 4.16159 -0.89791 0.36567
C 2.94397 -0.38251 0.09666
N 1.77148 -1.02419 0.45696
C 2.79323 0.82956 -0.60487
C 3.88542 1.55473 -1.14668
C 3.64824 2.65009 -1.92157
C 2.30976 3.03655 -2.19306
C 1.29866 2.31851 -1.60600
N 1.49829 1.26770 -0.80050
H 0.88455 -3.94872 1.41870
H -0.10302 -2.59839 0.91454
H 5.34546 -3.46924 1.82229
H 6.15398 -2.03434 1.26902
H 4.88368 1.19338 -0.94176
H 4.47220 3.21419 -2.34086
H 2.08302 3.87812 -2.83153
H 0.26356 2.59015 -1.78281
C 1.40143 -0.20149 -4.65498
C 1.24469 -1.33159 -3.64144
C 0.68067 -2.59392 -4.31955
C 0.37478 -0.93153 -2.49953
H 1.99635 -0.52545 -5.51108
H 1.88874 0.66546 -4.20284
H 0.42067 0.11575 -5.02285
H 2.23625 -1.59870 -3.25328
H -0.30638 -2.38808 -4.74257
H 0.58041 -3.41004 -3.60076
H 1.33920 -2.92588 -5.12604
H 0.24698 -1.64361 -1.69288
H -0.35681 -0.14282 -2.62653
*
```

As for the energy: -72095.6896 eV. As for the energy relative to the best compared isomer or geometry (same formula, charge and spin): 49.3 kcal/mol.

natural (NBO) population analysis, charges in e, atoms 1 to 4:
1 Mn 1.237
2 C -0.361
3 C -0.030
4 N -0.377

***

Record 2
A molecular structure, C20H15BrFeIN3O4, computed with ωB97M-V/def2-TZVPD.

Geometry as ORCA input:
```
! wB97M-V def2-TZVPD RIJCOSX def2/J DEFGRID3
* xyz 0 5
Fe -0.03462 -1.62610 0.78309
C 2.71797 1.41101 2.74650
C 1.65380 2.00603 1.87869
N 1.71764 3.27527 1.56920
C 0.76459 3.81177 0.78056
C -0.28233 3.10091 0.26152
C -1.27026 3.78615 -0.63864
O -2.57748 3.73428 -0.05978
C -0.36439 1.71418 0.54858
C -1.43914 0.93749 -0.01127
N -1.47870 -0.35270 -0.07978
C -2.66056 -0.93229 -0.60666
C -3.18918 -0.53830 -1.83141
C -4.34309 -1.13153 -2.31665
C -4.97702 -2.12601 -1.58708
C -4.45348 -2.53570 -0.37007
C -3.29878 -1.94254 0.11167
I -2.45420 -2.55219 1.92300
C 0.61499 1.14252 1.39066
O 0.62702 -0.09765 1.75805
H 3.36455 2.20134 3.11866
H 3.31529 0.69269 2.17853
H 2.27898 0.85795 3.57745
H 0.87020 4.86946 0.56541
H -1.28513 3.30326 -1.62452
H -0.95387 4.82094 -0.78451
H -3.09352 4.47626 -0.38855
H -2.29806 1.49619 -0.38010
H -2.67599 0.22152 -2.40726
H -4.74148 -0.82196 -3.27357
H -5.87463 -2.59363 -1.96830
H -4.94019 -3.31430 0.20123
Br 1.53552 0.54452 -2.05132
C 2.56549 -0.77583 -1.16683
C 3.94371 -0.74105 -1.30262
C 4.67003 -1.76366 -0.71687
C 4.00000 -2.77524 -0.04850
C 2.62393 -2.69902 0.05286
N 1.91131 -1.69618 -0.48564
C 1.83839 -3.77416 0.80039
O 2.37500 -4.83822 1.01977
O 0.62665 -3.43890 1.08750
H 4.41750 0.05543 -1.85599
H 5.74922 -1.77279 -0.79594
H 4.50429 -3.61924 0.39854
*
```

As for the energy: -146176.0870 eV.

natural (NBO) population analysis, charges in e, atoms 1 to 4:
1 Fe 1.481
2 C -0.644
3 C 0.159
4 N -0.392

***

Record 3
12 unconnected molecules or ions with the total composition C49H100Cl3N11O7 in a non-equilibrium geometry, computed with ωB97M-V/def2-TZVPD.

Geometry as ORCA input:
```
! wB97M-V def2-TZVPD RIJCOSX def2/J DEFGRID3
* xyz 8 1
C 10.36692 0.11005 10.41011
C 9.62870 -0.67019 9.29829
C 8.74093 0.21885 8.44718
O 8.26095 -0.58248 7.40141
C 7.41981 0.24809 6.58579
N 10.74389 -1.33073 8.42887
H 11.47443 -0.64764 8.25364
H 11.16276 -2.17675 8.91567
H 10.40287 -1.69534 7.54739
H 9.62016 0.64792 10.98522
H 11.08545 0.76690 9.93914
H 10.88016 -0.61887 11.04114
H 9.02080 -1.53338 9.62332
H 9.25141 1.11452 8.05794
H 7.90025 0.58994 9.03948
H 6.97683 -0.33694 5.81025
H 8.07466 0.92193 6.10523
H 6.61277 0.72048 7.12775
C -6.49718 12.36501 5.63829
C -6.89945 12.57066 4.17583
C -6.35427 11.59254 3.20537
O -5.03285 11.39376 3.51259
C -4.43256 10.20016 3.04101
N -8.43296 12.66013 3.94265
H -8.87626 13.36931 4.55154
H -8.76135 12.83956 2.99773
H -8.85235 11.76041 4.13758
H -6.98663 13.08748 6.32615
H -5.45864 12.65492 5.70057
H -6.66119 11.34073 6.06645
H -6.57958 13.61005 3.96806
H -6.52305 11.95062 2.18280
H -6.94874 10.68059 3.38975
H -4.98086 9.34572 3.42263
H -3.44249 10.20979 3.40314
H -4.45888 10.00401 1.97226
C 4.15346 6.08017 -6.83182
C 4.94571 6.12166 -5.54856
C 6.27733 5.49546 -5.78883
O 7.16009 5.75266 -4.74248
C 8.26588 4.93616 -4.56298
N 5.11533 7.57578 -5.21326
H 6.03352 7.71952 -4.69908
H 5.10068 8.13567 -6.10938
H 4.36719 7.93481 -4.54434
H 3.94035 5.08588 -7.21239
H 4.76348 6.59442 -7.59245
H 3.14922 6.48786 -6.60287
H 4.37601 5.63984 -4.72039
H 6.72696 5.86040 -6.74158
H 6.13190 4.41359 -5.92828
H 8.82720 4.64226 -5.49261
H 8.03288 3.90305 -4.17839
H 8.85645 5.52934 -3.89465
C -8.08252 -12.48302 -7.23673
C -6.59336 -12.22384 -6.82364
C -5.59803 -13.33527 -7.12916
O -4.34386 -12.70790 -7.21803
C -3.37914 -13.32459 -6.32389
N -6.07453 -10.91568 -7.52810
H -5.34717 -10.56168 -6.98655
H -5.62562 -11.08022 -8.44537
H -6.86563 -10.23297 -7.61223
H -8.55597 -13.14050 -6.54173
H -8.10471 -12.87042 -8.27376
H -8.62141 -11.54846 -7.11695
H -6.49471 -11.93304 -5.75776
H -5.87144 -13.79570 -8.06340
H -5.57143 -14.10825 -6.37882
H -2.86666 -14.20432 -6.70646
H -3.82582 -13.48984 -5.34711
H -2.67532 -12.55646 -6.08566
C 8.65657 -9.83327 -3.19439
C 8.67022 -9.75248 -4.74162
O 7.92758 -9.33431 -5.53072
N 9.89595 -10.38828 -5.41358
H 9.57621 -11.36080 -5.48858
H 9.83372 -9.95130 -6.32994
C 11.25535 -10.20552 -4.91002
H 7.75992 -9.34393 -2.82860
H 9.50139 -9.31058 -2.82690
H 8.66280 -10.86374 -2.93581
H 11.60739 -9.21055 -5.15249
H 11.87275 -10.79414 -5.54724
H 11.38365 -10.42550 -3.85876
C 8.29900 8.87247 2.86586
C 7.47975 7.89528 2.05611
O 7.18008 6.78888 2.32763
N 6.87493 8.42204 0.73622
H 7.68435 8.73219 0.16706
H 6.43466 7.62169 0.24833
C 5.88767 9.49508 0.94975
H 8.58866 8.37406 3.77197
H 7.67353 9.72973 3.11508
H 9.20137 9.12957 2.29698
H 6.41690 10.43345 1.27202
H 5.33611 9.27320 1.89722
H 5.15170 9.48703 0.15766
C -8.06885 7.87153 -15.08301
C -7.47583 7.71344 -13.73739
O -6.53216 8.26828 -13.27067
N -8.35848 6.80462 -12.79153
H -8.82975 6.14771 -13.40929
H -7.83888 6.17587 -12.12636
C -9.28305 7.62789 -11.99955
H -8.20209 6.89209 -15.62013
H -7.37714 8.51521 -15.64612
H -9.01902 8.46404 -15.08831
H -9.97908 8.13291 -12.64759
H -8.73212 8.32830 -11.37618
H -9.88149 6.96168 -11.35894
C -6.01598 -5.51736 9.85450
N -4.69711 -5.09723 9.20924
C -3.54093 -4.99588 9.94482
C -2.27924 -5.00281 9.39755
C -2.27707 -5.12401 8.00886
C -3.46354 -5.08198 7.27797
C -4.67556 -5.09459 7.87346
C -0.98479 -5.56181 7.39026
C -0.60734 -6.84570 7.64774
C 0.51309 -7.34888 6.97178
N 1.07147 -6.60225 5.97035
C 0.57641 -5.39658 5.61381
C -0.36048 -4.79803 6.43032
C 2.35393 -7.09540 5.39948
H -6.13921 -6.54429 9.57384
H -6.76766 -4.87812 9.43454
H -5.95044 -5.44064 10.91688
H -3.73080 -5.00622 11.00434
H -1.42463 -4.87124 10.07008
H -3.37370 -5.19037 6.19637
H -5.61525 -5.03715 7.40938
H -0.93293 -7.41087 8.54854
H 0.87362 -8.29805 7.18279
H 0.90256 -4.87511 4.74095
H -0.74062 -3.81822 6.19399
H 2.72763 -7.78640 6.14894
H 3.07330 -6.27653 5.26001
H 2.13425 -7.49411 4.43750
C 0.83187 -0.50838 0.57698
N -0.60135 -0.73725 0.19353
C -1.08788 0.05165 -0.72301
C -2.46919 0.00772 -0.98680
C -3.34640 -0.71026 -0.20422
C -2.77325 -1.54626 0.80674
C -1.41574 -1.51787 0.93292
C -4.87096 -0.49197 -0.28899
C -5.45337 -0.27488 -1.47093
C -6.82213 -0.04038 -1.59975
N -7.59614 0.18806 -0.53646
C -7.01166 0.00981 0.67714
C -5.63411 -0.26151 0.87534
C -9.08702 0.41725 -0.69877
H 1.35120 -1.41239 0.97152
H 0.82227 0.22084 1.45671
H 1.40693 -0.09405 -0.24837
H -0.43008 0.71982 -1.19333
H -2.84452 0.67401 -1.72065
H -3.33069 -2.16585 1.51462
H -0.96139 -2.13691 1.64621
H -4.92858 -0.44371 -2.40243
H -7.32362 -0.07472 -2.52148
H -7.65599 0.15162 1.52686
H -5.18452 -0.43898 1.87690
H -9.39762 -0.45702 -1.23190
H -9.38834 1.34755 -1.14585
H -9.49010 0.32612 0.29850
Cl 1.12804 -5.09879 -0.51048
Cl -4.32453 -2.96508 4.38686
Cl 4.83486 7.58965 -1.98635
*
```

As for the energy: -120644.0133 eV.

Mulliken population analysis, charges in e, atoms 1 to 4:
1 C -1.271
2 C 0.047
3 C -0.722
4 O -0.362

***

Record 4
A molecular structure, C31H42BiI2N6O2Se in a non-equilibrium geometry, computed with ωB97M-V/def2-TZVPD.

Geometry as ORCA input:
```
! wB97M-V def2-TZVPD RIJCOSX def2/J DEFGRID3
* xyz 3 1
Bi -0.38959 0.32777 0.17383
C 2.61454 2.07752 2.19443
C 1.25836 1.58731 2.56944
C 0.95815 0.20142 2.49323
C -0.14546 -0.30361 3.23228
C -0.22624 -1.76023 3.53281
C -1.07212 0.58682 3.74350
C -0.88785 1.96732 3.64815
C -1.90041 2.91212 4.18210
C 0.31155 2.44050 3.10517
H 2.97799 1.64321 1.26604
H 3.30769 1.78986 2.98703
H 2.63797 3.16092 2.12494
H 1.75356 -0.48773 2.24748
H 0.44496 -1.97680 4.36688
H 0.09538 -2.36817 2.69064
H -1.22532 -2.04804 3.84582
H -1.91472 0.20755 4.30204
H -2.34721 3.49268 3.37381
H -1.44081 3.62711 4.86235
H -2.69352 2.39293 4.71057
H 0.54350 3.49136 3.19401
Se 3.96685 2.94397 -5.93819
N 3.07724 1.47629 -5.61215
C 2.47587 1.56727 -4.43948
C 1.64143 0.56164 -3.85570
C 1.29950 -0.62834 -4.51338
C 0.47504 -1.53523 -3.87661
C 0.02568 -1.25657 -2.59144
N 0.34857 -0.13583 -1.95811
C 1.12230 0.78931 -2.56050
C 1.36646 2.02244 -1.86855
N 0.80820 2.18691 -0.65181
C 0.89794 3.36359 -0.04581
C 1.62222 4.42587 -0.58188
C 2.27676 4.26357 -1.78520
C 2.12944 3.04917 -2.47080
C 2.70821 2.80338 -3.75564
N 3.47957 3.64727 -4.41768
H 1.68160 -0.79930 -5.50906
H 0.17472 -2.45078 -4.36106
H -0.59532 -1.94662 -2.04408
H 0.38190 3.46763 0.89601
H 1.67230 5.35903 -0.04409
H 2.88566 5.04129 -2.22392
I -2.58537 3.15308 -0.07120
C -4.74289 3.23250 -0.04787
I -5.59650 2.00862 1.48584
H -5.09087 2.90303 -1.02188
H -5.00979 4.26882 0.12942
C 2.99635 -1.36332 -0.15384
N 2.38261 -2.51349 0.47746
C 3.30240 -3.37867 1.19992
C 1.08349 -2.80955 0.28565
O 0.18395 -1.89204 0.13033
N 0.65761 -4.07372 0.28062
C -0.75731 -4.37942 0.39387
C 1.46737 -5.21283 -0.12412
H 3.82579 -1.01493 0.45994
H 2.27583 -0.55485 -0.27779
H 3.38745 -1.63825 -1.13890
H 3.87741 -2.77107 1.89898
H 4.00629 -3.87918 0.53489
H 2.75758 -4.11661 1.77814
H -1.27831 -3.56108 0.87986
H -0.87698 -5.28131 0.99205
H -1.19760 -4.55460 -0.58926
H 2.38397 -4.89008 -0.60972
H 0.89426 -5.80019 -0.84448
H 1.70283 -5.86484 0.71958
C -3.04202 -1.02607 1.63695
C -3.55303 -1.18193 0.22152
O -2.96820 -0.20254 -0.64143
C -3.38103 -0.41671 -1.99320
C -2.94444 0.71734 -2.89808
H -3.66395 -1.61423 2.30714
H -3.09912 0.01384 1.94529
H -2.01715 -1.37563 1.71391
H -4.64044 -1.05251 0.20918
H -3.32541 -2.18444 -0.15932
H -4.47561 -0.48792 -2.00457
H -2.98552 -1.37797 -2.34698
H -3.40807 1.65244 -2.59946
H -3.26298 0.49609 -3.91228
H -1.86517 0.84642 -2.88358
*
```

As for the energy: -133228.0931 eV. As for the energy relative to the best compared isomer or geometry (same formula, charge and spin): 3.4 kcal/mol.

Mulliken population analysis, charges in e, atoms 1 to 4:
1 Bi 1.503
2 C -1.584
3 C 0.865
4 C -1.051

***

> Which of these has the lowest energy?

C20H15BrFeIN3O4